[1]
# C23H20Cl3NO2

The molecule C23H20Cl3NO2 (ωB97M-V with the def2-TZVPD basis set, the Open Molecules 2025 dataset).

Calculated values
Charge: 0
2S+1: 1
ΔE to the lowest compared entry with this formula, charge and spin, eV: 0.000
Lowest unoccupied orbital energy, eV: 0.48
HOMO-LUMO gap, eV: 8.519

Positions of all 49 atoms, in Å:
Cl  -5.22  0.99  2.61
Cl  -4.63  -1.25  4.69
Cl  -3.03  1.86  0.53
O  3.55  1.46  2.23
O  2.38  0.46  3.92
N  1.39  0.93  -0.26
C  0.67  0.13  -1.10
C  -2.79  -3.23  -0.64
C  1.35  -0.01  -2.41
C  -2.07  -1.06  3.91
C  -0.44  -0.29  -0.48
C  3.91  0.29  -2.70
C  -1.05  -0.71  3.03
C  2.59  0.95  -2.29
C  -0.36  0.29  0.85
C  2.49  1.26  2.80
C  2.37  2.24  -3.17
C  -3.36  -0.58  3.74
C  -3.16  -1.85  -2.59
C  -3.61  0.36  2.74
C  -1.88  -2.28  -0.17
C  2.68  1.37  -0.78
C  0.75  1.06  0.99
C  -3.44  -3.03  -1.85
C  1.21  1.82  2.22
C  -1.33  0.09  1.92
C  -2.15  -0.99  -2.22
C  -2.62  0.72  1.81
C  -1.51  -1.19  -0.99
H  3.25  0.09  4.07
H  4.15  -0.54  -2.02
H  2.80  2.44  -0.71
H  0.69  0.25  -3.25
H  3.32  2.78  -3.27
H  1.39  2.91  1.98
H  1.65  -1.06  -2.56
H  -1.40  -2.49  0.76
H  4.71  1.02  -2.73
H  1.99  1.98  -4.14
H  -4.15  -3.78  -2.21
H  3.50  0.90  -0.26
H  -0.06  -1.19  3.07
H  -1.84  -1.75  4.76
H  0.45  1.81  2.99
H  1.59  2.87  -2.70
H  -1.88  -0.15  -2.86
H  -3.67  -1.67  -3.52
H  -3.03  -4.10  -0.03
H  3.85  -0.15  -3.69


[2]
# C23H20FN3O2

The molecule C23H20FN3O2 (ωB97M-V with the def2-TZVPD basis set, the Open Molecules 2025 dataset).

Calculated values
Charge: 0
2S+1: 1
ΔE to the lowest compared entry with this formula, charge and spin, eV: 0.000
Lowest unoccupied orbital energy, eV: 0.26
HOMO-LUMO gap, eV: 8.779

Positions of all 49 atoms, in Å:
F  -1.62  3.43  -4.39
O  1.06  -3.46  4.87
O  0.91  1.87  -4.79
N  0.81  0.94  -2.75
N  -0.38  -2.70  3.33
N  0.08  0.39  -1.77
C  1.02  -0.10  3.89
C  -2.64  -1.02  0.97
C  -0.82  -1.93  2.24
C  -2.10  2.18  -4.28
C  0.57  0.05  -0.64
C  2.00  0.24  -0.21
C  -1.78  -0.15  -3.88
C  0.08  -1.37  1.34
C  -1.75  -0.42  0.10
C  4.04  2.13  3.38
C  1.60  -1.37  3.87
C  -2.18  -1.77  2.04
C  -3.98  0.71  -4.27
C  3.19  0.90  3.55
C  0.77  -2.59  4.06
C  1.81  1.02  3.74
C  -0.37  -0.59  0.28
C  3.76  -0.36  3.55
C  0.23  1.36  -3.92
C  -3.47  1.99  -4.40
C  -3.14  -0.36  -4.00
C  2.97  -1.49  3.72
C  -1.24  1.12  -4.02
H  -3.70  -0.90  0.81
H  1.36  2.00  3.76
H  1.81  1.11  -2.66
H  -5.05  0.55  -4.36
H  2.06  0.38  0.86
H  4.82  -0.47  3.43
H  -3.54  -1.35  -3.89
H  -2.09  0.18  -0.73
H  4.36  2.49  4.36
H  1.14  -1.57  1.46
H  3.42  -2.47  3.73
H  -1.12  -0.98  -3.67
H  -0.04  0.01  4.04
H  -4.10  2.84  -4.60
H  3.49  2.92  2.89
H  -2.88  -2.23  2.72
H  4.93  1.90  2.81
H  2.61  -0.63  -0.48
H  -0.99  -3.44  3.63
H  2.44  1.12  -0.69


[3]
# C23H21BaNO5Te

A structure of composition C23H21BaNO5Te (ωB97M-V with the def2-TZVPD basis set, the Open Molecules 2025 dataset).

Calculated values
Charge: +2
2S+1: 1
ΔE to the lowest compared entry with this formula, charge and spin, eV: 0.000
Lowest unoccupied orbital energy, eV: -6.50
HOMO-LUMO gap, eV: 6.788

Positions of all 52 atoms, in Å:
Ba  -0.53  0.01  -1.58
Te  -0.97  2.99  0.28
O  -4.22  -1.40  1.19
O  -2.88  -0.79  -0.49
O  2.74  -0.57  1.80
O  1.53  0.15  0.13
O  0.56  -2.33  -1.99
N  -0.76  -0.80  1.15
C  0.29  5.49  -0.53
C  1.19  6.56  -0.58
C  -1.94  -1.11  1.67
C  0.84  -6.65  0.46
C  -2.03  4.56  -0.71
C  0.73  7.84  -0.83
C  -1.06  5.72  -0.75
C  1.20  -3.37  -2.21
C  0.23  -1.07  3.30
C  1.66  -6.76  -0.65
C  0.13  -5.48  0.70
C  -2.12  -1.42  3.01
C  2.08  -3.45  -3.41
C  -3.06  -1.08  0.68
C  -1.00  -1.39  3.84
C  1.78  -5.70  -1.53
C  -0.63  8.06  -1.05
C  1.58  -0.38  1.23
C  -1.52  7.01  -1.00
C  0.79  4.09  -0.27
C  0.31  -0.78  1.94
C  1.08  -4.51  -1.29
C  0.25  -4.42  -0.17
H  -2.34  4.24  -1.70
H  2.24  6.39  -0.40
H  1.43  8.67  -0.86
H  -3.10  -1.66  3.39
H  0.74  -7.49  1.14
H  -0.30  -3.50  0.00
H  2.09  -2.50  -3.94
H  2.20  -7.68  -0.84
H  1.50  4.05  0.56
H  1.26  3.65  -1.15
H  -4.91  -1.38  0.51
H  -2.57  7.18  -1.16
H  2.69  -1.05  2.64
H  2.42  -5.80  -2.39
H  -2.92  4.79  -0.13
H  1.72  -4.23  -4.09
H  -1.09  -1.61  4.90
H  1.10  -1.02  3.95
H  -0.52  -5.41  1.56
H  3.10  -3.72  -3.13
H  -0.99  9.06  -1.24


[4]
# C23H21Cl5IN2O3PtSi

A structure of composition C23H21Cl5IN2O3PtSi (ωB97M-V with the def2-TZVPD basis set, the Open Molecules 2025 dataset).

Calculated values
Charge: +1
2S+1: 1
ΔE to the lowest compared entry with this formula, charge and spin, eV: 1.354
Lowest unoccupied orbital energy, eV: -4.57
HOMO-LUMO gap, eV: 5.899

Positions of all 57 atoms, in Å:
Pt  -0.89  0.09  0.64
I  -0.94  0.21  3.24
Cl  -3.52  6.62  0.59
Cl  -6.16  4.95  0.46
Cl  -0.75  5.18  0.70
Cl  -5.97  1.81  0.39
Cl  -3.24  0.41  0.48
Si  -0.95  -2.33  0.51
O  -0.97  0.21  -1.31
O  -0.93  2.29  0.68
O  3.94  -1.68  -1.66
N  1.11  -0.04  0.73
N  0.70  0.11  -4.41
C  -2.21  4.28  0.62
C  1.98  -0.12  -4.03
C  0.11  -3.06  1.86
C  -1.64  0.51  -3.93
C  -4.55  2.79  0.48
C  -2.08  2.87  0.61
C  -3.44  4.91  0.57
C  3.82  -0.45  -2.38
C  -0.23  0.25  -3.51
C  2.38  -0.23  -2.73
C  1.80  -0.23  -0.36
C  3.85  -0.16  3.28
C  1.38  -0.10  -1.71
C  3.20  -0.06  2.07
C  0.06  0.13  -2.11
C  3.14  -0.24  4.47
C  -0.36  -2.91  -1.15
C  1.76  -0.15  4.43
C  1.12  -0.06  3.21
C  1.80  -0.06  2.00
C  -4.63  4.17  0.50
C  -2.74  -2.75  0.76
C  -3.30  2.18  0.53
H  1.19  -0.15  5.35
H  -2.84  -3.84  0.77
H  4.20  0.37  -1.77
H  4.78  -2.10  -1.86
H  -2.30  -0.31  -3.61
H  2.83  -0.54  -0.23
H  -3.14  -2.37  1.70
H  3.79  0.06  1.18
H  -2.02  1.42  -3.46
H  4.93  -0.17  3.29
H  -0.52  -4.00  -1.17
H  -0.23  -2.77  2.86
H  -3.36  -2.37  -0.06
H  1.16  -2.81  1.76
H  0.70  -2.74  -1.34
H  0.03  -4.15  1.79
H  -0.94  -2.48  -1.97
H  3.65  -0.33  5.42
H  2.70  -0.21  -4.84
H  -1.68  0.61  -5.01
H  4.41  -0.47  -3.30


[5]
# C23H21GeN3NiS2

A structure of composition C23H21GeN3NiS2 (ωB97M-V with the def2-TZVPD basis set, the Open Molecules 2025 dataset).

Calculated values
Charge: -2
2S+1: 1
ΔE to the lowest compared entry with this formula, charge and spin, eV: 1.895
Lowest unoccupied orbital energy, eV: 4.54
HOMO-LUMO gap, eV: 5.434

Positions of all 51 atoms, in Å:
Ge  1.36  3.59  0.13
Ni  -0.30  0.36  -0.25
S  1.12  -1.14  -1.57
S  3.81  0.19  -1.57
N  5.83  -2.46  0.17
N  -1.49  -1.14  0.21
N  2.30  -4.65  -0.64
C  -3.43  3.32  0.21
C  -4.32  1.10  0.13
C  -1.64  -4.84  0.19
C  3.42  -2.33  -0.71
C  2.83  -1.15  -1.22
C  0.84  1.83  -0.45
C  0.46  -4.10  1.09
C  -1.89  1.45  -0.11
C  -3.03  0.60  -0.06
C  -3.69  -1.82  -0.46
C  0.81  4.05  1.99
C  -4.52  2.46  0.27
C  -1.16  -2.45  0.37
C  -2.75  -0.83  -0.11
C  -2.15  2.81  0.03
C  3.33  3.82  0.11
C  4.76  -2.37  -0.25
C  2.76  -3.58  -0.66
C  -0.41  -5.13  0.71
C  0.74  4.99  -1.15
C  -2.06  -3.50  0.04
C  0.10  -2.79  0.91
C  -3.34  -3.14  -0.42
H  0.96  5.11  2.19
H  -1.33  3.52  0.00
H  -0.33  5.17  -1.09
H  -4.68  -1.52  -0.78
H  0.96  4.64  -2.16
H  3.72  3.58  -0.88
H  -2.32  -5.63  -0.11
H  1.43  -4.33  1.50
H  1.22  1.04  0.26
H  0.78  -1.99  1.16
H  -4.03  -3.92  -0.74
H  -0.09  -6.16  0.81
H  3.80  3.13  0.82
H  1.41  3.48  2.69
H  3.61  4.84  0.37
H  -5.52  2.85  0.45
H  -0.24  3.80  2.16
H  -5.16  0.42  0.21
H  1.30  1.68  -1.43
H  1.26  5.93  -0.98
H  -3.57  4.39  0.31


[6]
# C23H21N3

The molecule C23H21N3 (ωB97M-V with the def2-TZVPD basis set, the Open Molecules 2025 dataset).

Calculated values
Charge: 0
2S+1: 1
ΔE to the lowest compared entry with this formula, charge and spin, eV: 1.843
Lowest unoccupied orbital energy, eV: 0.41
HOMO-LUMO gap, eV: 8.951

Positions of all 47 atoms, in Å:
N  4.61  3.52  -0.17
N  2.79  2.17  -0.34
N  1.78  1.28  -0.80
C  -2.15  -5.08  -0.38
C  -3.72  -4.59  1.88
C  0.64  -1.96  -1.75
C  -0.35  -2.86  -1.37
C  0.68  1.91  -1.57
C  -0.68  2.56  0.47
C  -0.54  5.30  -0.06
C  3.87  2.74  -0.97
C  -1.99  -3.87  0.30
C  2.26  -0.07  -1.10
C  2.85  2.64  0.95
C  -1.23  4.84  1.04
C  3.96  3.44  1.04
C  -0.34  -2.00  0.87
C  0.67  -1.14  0.52
C  -2.84  -3.59  1.41
C  -1.31  3.50  1.32
C  -3.06  -6.05  0.07
C  -3.84  -5.79  1.18
C  1.19  -1.08  -0.78
C  -0.91  -2.89  -0.07
C  0.01  2.97  -0.69
C  0.09  4.35  -0.93
H  -3.15  -6.97  -0.53
H  2.57  -0.19  -2.14
H  0.60  4.75  -1.79
H  -1.88  3.18  2.19
H  -0.07  1.16  -1.91
H  -0.67  1.54  0.76
H  4.08  2.62  -2.02
H  -0.39  6.35  -0.27
H  4.30  3.95  1.96
H  -0.66  -1.98  1.90
H  1.07  -1.94  -2.78
H  -4.53  -6.54  1.56
H  1.10  2.39  -2.47
H  1.02  -0.45  1.28
H  -4.37  -4.44  2.76
H  -1.70  5.58  1.69
H  2.15  2.39  1.71
H  -1.61  -5.22  -1.29
H  -2.84  -2.66  1.92
H  3.13  -0.24  -0.47
H  -0.61  -3.55  -2.16


[7]
# C23H21N4O4W

A structure of composition C23H21N4O4W (ωB97M-V with the def2-TZVPD basis set, the Open Molecules 2025 dataset).

Calculated values
Charge: -1
2S+1: 3
Lowest unoccupied orbital energy (spin up / spin down), eV: 2.45 / 2.38
HOMO-LUMO gap (spin up / spin down), eV: 4.261 / 6.065

Positions of all 53 atoms, in Å:
W  0.20  -0.18  -0.20
O  -1.78  -1.06  1.38
O  0.27  2.38  3.04
O  2.78  -0.86  -1.52
O  -2.50  0.93  -3.24
N  1.72  -0.37  1.30
N  -1.18  0.90  -1.31
N  -0.28  -1.44  -1.79
N  0.12  1.60  0.84
C  -1.00  3.81  0.91
C  -1.16  -0.95  -2.73
C  1.59  0.53  2.32
C  -2.70  4.25  -0.73
C  -0.79  2.55  0.36
C  -0.96  -2.93  -4.08
C  2.68  -1.30  1.42
C  -2.06  -0.86  2.76
C  3.31  -0.55  3.61
C  1.87  -0.04  -1.50
C  2.37  0.45  3.47
C  1.85  1.09  -2.53
C  -2.47  3.02  -1.32
C  -0.03  -3.41  -3.13
C  0.26  -2.65  -2.03
C  -1.70  0.39  -2.47
C  3.48  -1.43  2.53
C  -1.50  -1.68  -3.87
C  0.60  1.61  2.12
C  -0.55  -1.59  1.06
C  -1.52  2.15  -0.80
C  -1.96  4.65  0.37
C  -0.12  -2.83  1.79
H  -0.43  4.11  1.77
H  0.92  -2.73  2.12
H  -1.15  -0.69  3.33
H  1.68  2.05  -2.05
H  -2.19  -1.23  -4.56
H  -2.61  -1.71  3.18
H  4.22  -2.22  2.57
H  0.45  -4.37  -3.26
H  3.90  -0.65  4.51
H  -0.16  -3.69  1.12
H  -2.69  0.03  2.84
H  0.98  -2.99  -1.29
H  -3.45  4.91  -1.14
H  -3.04  2.72  -2.19
H  2.19  1.18  4.25
H  -1.22  -3.52  -4.94
H  -0.74  -3.05  2.66
H  -2.13  5.63  0.81
H  1.02  0.90  -3.23
H  2.79  1.12  -3.09
H  2.80  -1.96  0.56


[8]
# C23H21N6O3SSn

A structure of composition C23H21N6O3SSn (ωB97M-V with the def2-TZVPD basis set, the Open Molecules 2025 dataset).

Calculated values
Charge: +3
2S+1: 1
Lowest unoccupied orbital energy, eV: -9.23
HOMO-LUMO gap, eV: 9.185

Positions of all 55 atoms, in Å:
Sn  0.02  -0.04  -0.18
S  2.46  1.63  -3.87
O  -1.45  1.02  -1.23
O  3.40  0.61  1.95
O  2.57  -2.33  1.93
N  1.48  -0.43  1.15
N  0.26  1.88  0.82
N  -3.02  -0.12  -2.39
N  -0.23  -1.66  -1.68
N  -0.85  -1.56  1.24
N  1.51  0.64  -1.74
C  -2.09  -1.93  1.58
C  -2.36  -3.06  2.33
C  1.17  1.19  -2.89
C  -2.41  1.01  -2.07
C  2.89  0.55  -1.63
C  -2.84  2.29  -2.70
C  2.29  0.65  1.51
C  -0.30  -3.71  -3.55
C  -2.69  -1.39  -1.74
C  1.59  -1.74  1.58
C  -1.46  -3.06  -3.15
C  0.90  -2.31  -2.05
C  3.56  1.05  -2.69
C  -0.01  -3.47  2.42
C  1.49  1.94  1.40
C  1.97  3.10  1.96
C  0.90  -3.33  -2.97
C  -1.31  -3.86  2.74
C  -0.10  4.16  1.38
C  -1.41  -2.05  -2.21
C  0.18  -2.31  1.70
C  1.16  4.23  1.96
C  -0.51  2.97  0.81
H  -3.38  -3.28  2.61
H  -2.65  -1.19  -0.67
H  -3.52  -2.07  -1.91
H  1.84  -3.82  -3.23
H  -2.42  -3.35  -3.57
H  -1.48  2.88  0.35
H  -0.77  5.01  1.37
H  -0.34  -4.50  -4.28
H  -3.76  -0.09  -3.07
H  1.83  -1.98  -1.59
H  2.95  3.09  2.42
H  -2.73  2.22  -3.79
H  -2.91  -1.29  1.27
H  -1.49  -4.75  3.33
H  -3.90  2.47  -2.50
H  1.50  5.16  2.40
H  0.15  1.34  -3.19
H  3.36  0.11  -0.76
H  -2.25  3.11  -2.32
H  4.63  1.09  -2.84
H  0.86  -4.02  2.77


[9]
# C23H21NO7PS4Ti

A structure of composition C23H21NO7PS4Ti (ωB97M-V with the def2-TZVPD basis set, the Open Molecules 2025 dataset).

Calculated values
Charge: -1
2S+1: 1
ΔE to the lowest compared entry with this formula, charge and spin, eV: 0.441
Lowest unoccupied orbital energy, eV: 2.36
HOMO-LUMO gap, eV: 7.336

Positions of all 58 atoms, in Å:
Ti  0.28  -0.33  0.78
S  -1.03  1.73  0.48
S  2.86  0.22  0.14
S  -2.09  -0.64  1.53
S  -3.86  1.79  1.47
P  0.83  -0.47  -2.25
O  -0.24  -2.02  -0.14
O  1.15  -0.23  4.80
O  1.69  1.13  0.02
O  3.90  0.66  1.01
O  -1.93  -0.40  -1.80
O  2.25  -1.11  0.45
O  0.38  -2.38  1.91
N  0.68  0.29  2.53
C  0.48  0.66  -4.87
C  -0.13  -4.52  -4.29
C  0.12  -2.84  0.78
C  4.91  0.10  -1.63
C  -0.32  3.11  -3.84
C  0.43  0.83  -3.49
C  5.48  -0.24  -2.84
C  0.96  -4.39  -3.44
C  -0.65  -2.19  -3.97
C  0.92  0.00  3.67
C  0.03  2.07  -2.98
C  -3.02  0.41  -2.20
C  0.46  -2.04  -3.14
C  3.30  -0.81  -3.71
C  1.25  -3.16  -2.87
C  3.53  0.00  -1.48
C  4.68  -0.70  -3.87
C  -0.93  -3.41  -4.55
C  2.69  -0.44  -2.52
C  -2.43  1.02  1.19
C  0.23  -4.30  0.45
C  -0.26  2.93  -5.21
C  0.15  1.70  -5.73
H  -0.35  -5.48  -4.75
H  5.50  0.44  -0.79
H  -1.79  -3.51  -5.21
H  0.76  -0.29  -5.30
H  -0.65  4.06  -3.43
H  -0.09  -4.89  1.31
H  -3.93  -0.18  -2.35
H  -0.36  -4.53  -0.43
H  0.20  1.56  -6.80
H  -2.74  0.88  -3.15
H  -2.13  -0.79  -0.94
H  -0.01  2.22  -1.91
H  -0.54  3.73  -5.88
H  -3.23  1.20  -1.47
H  2.10  -3.06  -2.20
H  1.28  -4.52  0.25
H  6.55  -0.16  -2.98
H  5.13  -0.99  -4.82
H  -1.29  -1.34  -4.16
H  2.70  -1.19  -4.53
H  1.58  -5.25  -3.22